Formula: C36H88N4O29P4
Source: OMol25
Level of theory: ωB97M-V/def2-TZVPD

Atoms and positions in Å:
C 9.515 2.612 21.225
C 8.464 3.640 21.489
O 7.712 3.522 22.485
N 8.315 4.545 20.423
C 7.110 5.215 20.014
H 10.139 2.492 22.088
H 10.121 2.645 20.336
H 8.997 1.651 21.270
H 8.975 4.483 19.680
H 6.255 5.020 20.676
H 6.870 4.954 18.979
H 7.244 6.303 20.070
C 3.771 2.948 31.329
C 3.229 4.325 31.161
O 3.910 5.259 31.596
N 2.070 4.491 30.441
C 1.457 5.811 30.271
H 3.216 2.219 30.803
H 3.862 2.637 32.322
H 4.819 2.952 30.875
H 1.641 3.651 29.984
H 2.205 6.504 29.999
H 1.070 6.219 31.250
H 0.607 5.678 29.582
C -2.042 3.241 28.543
C -0.690 3.211 27.830
O 0.330 3.142 28.533
N -0.673 3.196 26.477
C -1.765 3.506 25.531
H -2.060 3.789 29.536
H -2.314 2.225 28.722
H -2.776 3.738 28.020
H 0.265 3.092 26.047
H -1.373 4.312 24.976
H -2.653 3.786 26.022
H -1.974 2.690 24.844
C 4.269 2.668 24.765
C 3.066 3.100 25.535
O 2.001 3.534 25.003
N 3.105 2.870 26.846
C 4.215 2.486 27.713
H 4.434 1.635 25.033
H 5.126 3.238 25.035
H 4.070 2.711 23.694
H 2.291 3.200 27.345
H 4.077 1.454 28.143
H 4.257 3.205 28.540
H 5.107 2.532 27.093
C 9.607 1.246 28.650
O 9.427 1.827 29.942
P 8.055 2.557 30.304
O 6.788 1.869 30.175
O 8.150 3.936 29.376
C 7.174 4.946 29.438
O 8.309 3.035 31.824
C 9.291 4.079 32.136
H 8.820 1.605 27.911
H 9.505 0.223 28.763
H 10.563 1.485 28.258
H 6.264 4.562 29.019
H 7.597 5.782 28.913
H 6.985 5.222 30.464
H 9.171 4.373 33.186
H 9.161 4.967 31.524
H 10.262 3.575 31.943
C -1.554 7.538 28.982
O -0.900 6.729 27.992
P -0.303 7.472 26.697
O -0.358 8.959 26.729
O -1.064 6.754 25.476
C -1.539 7.540 24.301
O 1.122 6.825 26.713
C 1.845 6.779 25.460
H -2.516 6.999 29.335
H -1.806 8.488 28.493
H -0.884 7.642 29.818
H -2.020 6.672 23.720
H -0.669 7.890 23.789
H -2.213 8.363 24.643
H 1.158 6.880 24.613
H 2.382 5.815 25.385
H 2.551 7.583 25.253
C 7.313 -1.143 23.288
O 7.304 0.102 24.036
P 7.684 0.102 25.516
O 8.964 -0.491 25.867
O 6.377 -0.427 26.213
C 6.414 -1.311 27.332
O 7.602 1.638 25.832
C 8.688 2.483 25.533
H 7.022 -0.929 22.254
H 6.652 -1.698 23.828
H 8.294 -1.583 23.335
H 6.968 -0.862 28.153
H 6.717 -2.303 27.136
H 5.368 -1.431 27.645
H 9.621 1.818 25.573
H 8.668 3.276 26.244
H 8.612 2.903 24.522
C 4.317 5.189 22.843
O 4.522 6.381 22.027
P 3.604 7.678 21.908
O 2.401 7.664 22.757
O 4.526 8.903 22.190
C 5.660 9.201 21.424
O 3.494 7.924 20.373
C 2.848 7.015 19.472
H 5.249 5.037 23.379
H 4.167 4.298 22.187
H 3.514 5.344 23.606
H 6.310 9.708 22.115
H 5.486 9.786 20.524
H 6.108 8.227 21.228
H 3.474 6.120 19.250
H 2.655 7.544 18.588
H 1.899 6.683 19.853
C 9.237 6.149 25.080
C 8.069 6.859 25.675
O 6.976 5.926 25.882
C 5.913 6.419 26.564
O 5.834 7.594 26.852
O 4.977 5.462 26.884
C 4.010 5.919 27.884
H 10.059 6.848 24.940
H 8.997 5.555 24.168
H 9.559 5.362 25.775
H 7.729 7.699 25.036
H 8.337 7.276 26.622
H 3.022 5.658 27.564
H 4.122 6.977 27.889
H 4.151 5.529 28.904
C 3.398 -3.810 26.950
C 2.015 -3.603 26.501
O 1.086 -3.047 27.454
C 1.098 -1.739 27.627
O 1.891 -0.958 27.172
O 0.054 -1.349 28.386
C 0.250 0.037 28.653
H 3.396 -4.068 28.046
H 3.991 -2.913 26.894
H 3.975 -4.537 26.400
H 1.463 -4.532 26.425
H 1.969 -3.050 25.540
H 1.033 0.106 29.434
H -0.576 0.436 29.262
H 0.440 0.634 27.779
C 0.989 0.630 23.384
C 0.191 1.221 22.292
O 0.328 2.599 22.418
C 1.398 3.130 21.695
O 2.218 2.530 21.083
O 1.326 4.496 21.714
C 0.445 5.155 22.631
H 1.107 -0.473 23.384
H 0.504 0.953 24.288
H 2.035 0.961 23.271
H -0.861 1.121 22.460
H 0.500 0.856 21.313
H 0.532 4.784 23.728
H -0.574 5.074 22.271
H 0.822 6.146 22.567

- HOMO: -8.900 eV
- Max |F|: 3.53 eV/A
- Energy: -5191.29865 Ha
- Structure (SMILES): COP(=O)(OC)OC.COP(=O)(OC)OC.COP(=O)(OC)OC.COP(=O)(OC)OC.CCOC(=O)OC.CCOC(=O)OC.CCOC(=O)OC.CNC(C)=O.CNC(C)=O.CNC(C)=O.CNC(C)=O
- Kohn-Sham gap: 9.28 eV



Formula: C36H90N12O15
Source: OMol25
Level of theory: ωB97M-V/def2-TZVPD

Atoms and positions in Å:
O -8.443 4.365 6.268
C -8.298 3.224 5.737
N -7.843 2.162 6.320
C -8.648 2.940 4.279
H -7.586 2.346 7.279
H -7.879 1.239 5.911
H -8.520 3.820 3.648
H -9.659 2.539 4.210
H -8.089 2.091 3.884
O -5.393 -3.765 5.354
C -4.450 -3.435 4.638
N -4.736 -2.888 3.486
C -3.026 -3.450 5.075
H -5.739 -2.769 3.481
H -4.113 -2.515 2.784
H -3.106 -3.296 6.151
H -2.452 -2.605 4.692
H -2.434 -4.334 4.838
O -4.148 0.444 10.789
C -3.293 -0.430 10.727
N -2.327 -0.347 9.851
C -3.398 -1.636 11.650
H -2.205 0.604 9.534
H -1.637 -1.058 9.651
H -2.650 -2.425 11.571
H -4.312 -2.192 11.443
H -3.375 -1.258 12.672
O 1.126 -4.452 -7.422
C 0.281 -5.050 -8.132
N 0.289 -5.028 -9.453
C -0.992 -5.590 -7.425
H 0.876 -4.385 -9.966
H -0.089 -5.833 -9.932
H -0.810 -6.445 -6.774
H -1.748 -5.691 -8.204
H -1.484 -4.885 -6.756
O 5.314 -3.304 4.514
C 4.721 -3.343 3.449
N 3.451 -3.688 3.536
C 5.466 -3.235 2.078
H 2.980 -3.776 4.425
H 2.790 -3.866 2.793
H 4.708 -3.048 1.317
H 6.022 -4.151 1.880
H 6.217 -2.455 2.207
O -0.075 2.072 -5.734
C 0.152 1.030 -6.225
N 0.761 0.021 -5.566
C -0.167 0.869 -7.736
H 1.038 0.120 -4.600
H 1.218 -0.621 -6.197
H -1.154 0.413 -7.820
H 0.435 0.168 -8.314
H -0.066 1.811 -8.275
O -6.568 -5.496 -4.008
C -7.284 -6.496 -3.596
N -8.019 -6.302 -2.556
C -7.513 -7.730 -4.417
H -8.100 -5.442 -2.032
H -8.566 -7.076 -2.209
H -8.566 -8.008 -4.376
H -6.995 -8.664 -4.196
H -7.369 -7.424 -5.453
O 3.860 -10.213 0.128
C 2.976 -10.931 0.390
N 2.035 -10.419 1.106
C 2.935 -12.355 0.095
H 2.247 -9.445 1.268
H 1.105 -10.694 0.825
H 2.864 -12.542 -0.976
H 2.099 -12.839 0.601
H 3.828 -12.821 0.511
O 3.219 1.263 -0.837
C 3.373 2.430 -0.486
N 3.332 3.460 -1.291
C 3.818 2.758 0.924
H 3.070 3.267 -2.247
H 3.313 4.417 -0.970
H 4.712 3.381 0.919
H 4.298 1.945 1.470
H 3.052 3.334 1.443
C -1.847 1.556 2.772
O -2.556 2.178 1.717
C -2.010 1.886 0.424
C -2.455 0.506 -0.230
N -1.586 -0.609 0.142
C -2.007 -1.741 -0.690
C -1.429 -3.075 -0.162
O -0.062 -3.133 0.037
C 0.629 -3.271 -1.166
H -1.525 0.540 2.542
H -2.514 1.501 3.632
H -0.864 2.000 2.927
H -0.938 2.077 0.478
H -2.378 2.624 -0.290
H -2.415 0.786 -1.283
H -3.506 0.335 0.001
H -0.660 -0.301 -0.118
H -1.768 -1.631 -1.747
H -3.095 -1.697 -0.741
H -1.848 -3.986 -0.590
H -1.821 -3.211 0.845
H 1.474 -3.945 -1.028
H 1.026 -2.380 -1.652
H 0.085 -3.772 -1.967
C 12.021 5.468 -0.043
O 13.200 5.427 -0.840
C 13.293 4.604 -2.054
C 13.693 3.231 -1.854
N 12.766 2.137 -1.665
C 12.133 2.072 -2.919
C 11.280 0.780 -2.928
O 9.933 1.029 -2.720
C 9.151 -0.117 -2.950
H 11.222 5.808 -0.703
H 11.958 6.245 0.719
H 11.708 4.572 0.492
H 14.193 4.936 -2.573
H 12.459 4.852 -2.710
H 14.278 3.361 -0.944
H 14.432 2.897 -2.583
H 12.084 2.493 -1.011
H 12.915 2.020 -3.677
H 11.462 2.864 -3.252
H 11.636 0.143 -2.119
H 11.559 0.245 -3.835
H 9.068 -0.483 -3.973
H 8.208 0.165 -2.481
H 9.523 -0.991 -2.416
C -3.597 10.669 2.276
O -3.815 9.804 1.121
C -5.092 9.149 1.106
C -5.000 8.192 -0.146
N -6.191 7.383 -0.251
C -6.246 6.958 -1.614
C -7.271 5.780 -1.836
O -6.841 4.738 -0.878
C -7.927 3.689 -0.941
H -4.070 11.635 2.096
H -2.570 10.863 2.584
H -4.002 10.231 3.188
H -5.925 9.839 0.967
H -5.162 8.575 2.030
H -4.054 7.661 -0.253
H -4.867 8.866 -0.992
H -6.080 6.607 0.386
H -5.299 6.481 -1.865
H -6.520 7.755 -2.306
H -7.271 5.281 -2.806
H -8.222 6.234 -1.555
H -7.644 2.756 -0.454
H -8.323 3.397 -1.914
H -8.778 4.071 -0.377

- HOMO: -8.841 eV
- Max |F|: 6.74 eV/A
- Energy: -3211.12470 Ha
- Structure (SMILES): COCCNCCOC.COCCNCCOC.COCCNCCOC.CC(N)=O.CC(N)=O.CC(N)=O.CC(N)=O.CC(N)=O.CC(N)=O.CC(N)=O.CC(N)=O.CC(N)=O
- Energy relative to the best compared isomer or geometry (same formula, charge and spin): 174.1 kcal/mol
- Kohn-Sham gap: 8.95 eV



Which of these has the lowest max |F|?
C36H88N4O29P4



What is the HOMO in the second record?
-8.841 eV